Below is an isolated ion of composition C18H19ClN3O5 and charge +1, with properties calculated with ωB97M-V with the def2-TZVPD basis set.

Structure (XYZ):
```
46
Properties=species:S:1:pos:R:3:nbo_charge:R:1
O -1.952 0.177 -1.087 -0.52
O -0.097 -2.828 -0.811 -0.61
Cl 1.534 3.618 0.120 0.01
N -0.136 0.320 1.707 -0.47
O -1.515 -2.985 -2.460 -0.63
O 0.361 -0.063 4.087 -0.47
O -2.105 3.484 3.175 -0.45
C -0.821 0.487 -0.663 0.62
C -0.422 -2.465 -1.929 0.78
C -0.832 0.972 0.748 0.29
C 3.740 1.006 2.135 -0.19
C 3.869 -0.058 1.272 -0.21
C 2.990 2.156 1.847 -0.25
C 3.130 -0.081 0.172 -0.16
C -1.558 2.093 1.235 -0.34
C 2.340 2.140 0.577 -0.02
C 2.366 0.942 -0.230 -0.07
C -0.191 0.625 3.023 0.76
C -1.620 2.378 2.591 0.60
N 0.293 -0.046 -1.333 -0.42
N -0.960 1.654 3.404 -0.50
C 0.917 -1.431 3.791 -0.28
C -3.299 3.993 2.585 -0.29
C 1.601 -1.126 -3.003 -0.42
C 2.298 0.185 -2.710 -0.41
C 0.178 -1.047 -2.386 -0.12
C 1.500 0.812 -1.486 -0.07
H -1.766 -3.583 -1.812 0.50
H 4.422 1.040 3.036 0.23
H 4.593 -0.791 1.514 0.23
H 2.837 3.070 2.410 0.24
H 3.503 -0.779 -0.392 0.21
H -2.115 2.560 0.410 0.27
H -0.973 2.033 4.310 0.46
H 1.469 -1.447 2.808 0.23
H 0.051 -2.145 3.815 0.21
H 1.675 -1.820 4.568 0.23
H -3.871 4.437 3.294 0.22
H -3.987 3.286 2.006 0.21
H -3.239 4.783 1.817 0.21
H 1.724 -1.343 -4.082 0.25
H 2.110 -2.040 -2.576 0.23
H 2.329 0.906 -3.617 0.23
H 3.375 0.042 -2.520 0.23
H -0.577 -0.622 -3.137 0.23
H 1.175 1.838 -1.883 0.22
```

Properties
HOMO energy, eV: -11.93
Relative energy (zero: lowest compared OMol25 entry of this formula, charge and spin), kJ/mol: 37.3
Structure (SMILES): COc1cc(C(=O)N2[C@@H](c3ccccc3Cl)CC[C@H]2C(=O)O)nc(OC)[nH+]1
Total charge: +1
2S+1: 1
LUMO, eV: -4.3
Gap between HOMO and LUMO, eV: 7.6442